Record 1
This record from OMol25 describes C20H27F6N10O4S2Zn as an isolated structure. The level of theory is the ωB97M-V functional and the def2-TZVPD basis.

Geometry (Å):
H -5.14147 0.89857 -2.35536
C 4.78500 1.88425 -2.03704
C -5.36229 -0.40195 2.44241
C -0.68649 -5.95686 -0.85246
F -3.72536 -1.65977 0.02102
C 0.35511 -4.95965 -1.03894
F -2.56451 -3.38825 0.67935
H 5.74110 3.55869 -1.42745
H 5.58205 -3.54128 -3.02089
H -1.57094 2.31501 -2.22853
H 1.58018 4.55270 3.05916
C 5.36848 -2.50010 -2.77968
C -4.90233 -1.19094 -2.70941
C -2.30417 2.97916 -1.77207
N 4.92037 0.85150 -2.56685
C -2.52800 -2.28185 -0.06815
H -1.61048 0.61017 3.67274
H -2.89952 2.41939 -1.05159
S 0.18536 -0.71474 -1.59384
Zn 1.72780 -2.71879 0.32921
H -1.22596 -5.92301 -1.79970
F -2.20960 -2.62252 -1.36047
C 1.06779 4.34135 2.12196
H 0.31294 5.09678 1.89945
N 1.21516 -4.16603 -1.21865
H -0.09923 -6.87604 -0.84349
O -1.10812 -0.41963 -2.23760
H 0.70055 3.33858 1.90728
C -4.44117 0.14583 -2.71625
S -1.17982 -1.04459 0.61750
H 4.49332 1.45938 1.89885
C 1.10837 0.98158 -1.28155
C 0.36271 1.00237 4.32970
N 0.27838 -1.53237 -0.24035
C 4.73061 3.15719 -1.34567
H -3.53873 0.14780 -2.10350
H -1.41133 0.70931 5.43277
O 1.09067 -1.42132 -2.48901
N 3.47233 -2.42944 -0.95315
H -0.76817 -0.71241 4.55465
C 1.98247 4.61842 1.03094
H -1.30365 -5.82641 0.03454
H 4.01064 3.86488 -1.75253
F 2.37414 0.78882 -0.90055
N 2.62011 -1.05538 1.50301
C -0.95619 0.35946 4.50681
N -0.89979 4.88269 -0.62568
H 4.02474 0.99688 3.51936
N 1.37952 1.46659 4.20251
H -4.12988 0.49658 -3.70042
O -0.94400 -1.42005 2.00417
H 3.00857 2.04047 2.60375
N -4.57795 0.41271 2.62171
F 1.13067 1.68145 -2.44611
C 4.29776 -2.45412 -1.76813
H 6.26723 -2.12895 -2.28790
O -1.67425 0.25150 0.35285
H 4.99357 -1.92983 -3.62852
H -5.89217 -2.34244 2.52111
H 4.52260 2.96373 -0.29409
H -2.93147 3.57097 -2.43883
C -6.35816 -1.47517 2.05104
C 3.03192 -0.05970 1.91092
N 2.70006 4.76958 0.13966
C -1.54058 4.04251 -1.12008
H -6.50467 -1.69400 0.99472
N -5.22455 -2.29306 -2.67742
H -7.31728 -1.34302 2.55002
F 0.46739 1.66638 -0.29360
C 3.64259 1.16041 2.51235

## Properties
- E_HOMO: -13.208 eV
- F_max: 0.1250 Eh/bohr
- Net charge: +1
- Energy relative to the best compared isomer or geometry (same formula, charge and spin): 0.0 kJ/mol

***

Record 2
This record from OMol25 describes one molecule with the formula C20H27FN4O4. The level of theory is the ωB97M-V functional and the def2-TZVPD basis.

Geometry (Å):
H 2.02240 -1.05961 -4.36253
C -0.94422 0.19185 0.30916
C 1.26509 -1.10871 -5.12650
O 2.00150 -0.76645 -1.47606
H -1.20950 -2.46191 0.38576
H -2.66591 -0.84346 -6.17168
C -1.61467 -3.32577 -4.25294
H 3.89105 -3.51385 0.25910
C -0.16065 1.78238 -2.17038
H 1.04569 0.26223 -3.01369
H -1.96205 0.58376 -6.93780
C 0.05359 -3.59368 -2.57652
N 0.21562 0.81134 -3.18636
H 1.98464 -3.12424 -7.51053
H -0.55186 3.36039 -3.57931
C -2.02352 -2.52399 -2.05677
C 0.91950 -2.15642 0.14194
C -0.55998 0.52730 -4.25235
H -0.23917 -3.90031 0.21449
C -1.87909 -0.49442 -6.83728
C -0.38661 -2.89343 -0.18270
H -1.53033 -0.53759 -0.24676
H -1.40591 1.15704 0.10688
C -0.77856 -2.98185 -1.63838
N 0.17272 -1.74460 -6.99858
H 0.59326 2.33866 -0.24954
H -0.39295 0.67276 2.34020
C -2.45270 -2.68386 -3.36767
O 2.25447 -2.73785 -6.66819
H -3.42396 -2.33820 -3.69433
H -0.70609 -1.04684 2.10226
H 1.76790 1.49443 -1.25354
H 1.03167 -3.94002 -2.26935
H 3.60943 -1.78042 -0.00780
C -1.02001 -0.04592 1.81172
H -1.21531 1.62832 -1.92948
C 1.13440 -0.82941 -0.61817
O 1.96606 -3.05055 -0.13353
H 3.10188 -2.54784 1.52564
F -2.04242 -3.53211 -5.51525
H 0.92775 -1.91889 1.21416
N -0.57348 -0.85746 -6.31659
C 0.72172 1.51487 -0.95676
H -1.96718 -0.98147 -7.80347
C 3.20736 -2.68854 0.44309
N 0.41825 0.27772 -0.23424
C 0.04490 -0.45665 -5.18597
O -1.64786 1.05265 -4.44806
C 0.02311 3.21113 -2.66730
H -0.32259 3.92675 -1.91909
C -0.36031 -3.77418 -3.88620
H -2.69528 -2.05898 -1.34379
H 1.07565 3.40922 -2.87973
C 1.27071 -1.89304 -6.28239
H 0.27232 -4.25554 -4.61955
H -2.04903 0.08547 2.14939

## Properties
- E_HOMO: -8.484 eV
- SMILES string: CCN(C[C@@H](C)NC(=O)c1cc(O)nn1C)C(=O)[C@@H](Cc1ccc(F)cc1)OC
- F_max: 0.0132 Eh/bohr
- Net charge: 0
- Energy relative to the best compared isomer or geometry (same formula, charge and spin): 17.3 kJ/mol

***

Record 3
This record from OMol25 describes one molecule with the formula C20H27FN4O4. The level of theory is the ωB97M-V functional and the def2-TZVPD basis.

Geometry (Å):
H 2.34053 2.37981 2.32251
O -0.49606 2.33668 3.99310
C -0.23457 5.41688 -0.25700
N -0.71436 -1.93015 -1.59734
H 2.26558 -2.02339 3.07913
C -0.42960 -1.60212 -0.21081
H 1.37606 -5.33763 -3.61300
H 1.67272 -5.01729 -5.34394
H -1.45231 -1.56528 1.69668
O 0.99366 -3.40060 -1.85326
C 0.00460 -2.83968 -2.29955
N 0.17882 -3.88304 -4.53978
O -2.47907 -3.17071 -6.56135
H 1.00089 4.40844 -1.67489
C 0.03847 -0.14650 -0.13701
H 2.37948 0.23877 2.18135
C 1.69444 -0.46323 1.70471
C 1.34997 -1.58635 2.67822
N -0.46976 -3.99475 -5.71256
H -2.49857 -1.27086 0.31944
O -1.32010 1.49113 1.55922
C -1.64700 -1.86062 0.66581
C 0.70650 4.48508 -0.63721
H 2.23534 -0.87061 0.84852
C 1.43243 2.84381 2.71064
H -1.91844 -2.91618 0.64812
H -1.52266 -1.51551 -2.03031
C 1.44874 -4.57100 -4.38011
N 0.54281 0.25754 1.16688
H -2.15538 -3.68332 -7.31236
H 1.70658 3.38908 3.61564
H -1.98707 0.89405 3.87390
C -0.64224 5.56100 1.05475
F -0.77352 6.22117 -1.19800
C 1.25230 3.66654 0.34276
C -0.50263 -3.10972 -3.66828
H 1.99145 2.92461 0.06148
C -1.66073 -2.69480 -4.30460
H 0.39189 -2.26141 0.06748
H -1.38590 6.30540 1.30406
H -2.45794 -2.07570 -3.93193
H -1.99308 1.95838 5.29574
H 1.00430 0.97899 3.70999
H 0.83951 -0.01135 -0.87074
H 2.22876 -3.87080 -4.09391
C -1.57163 -3.28367 -5.56920
H -0.78478 0.66034 5.17890
C -0.08541 4.73496 2.01639
C -1.35955 1.40183 4.60921
H -0.40521 4.81643 3.04674
H -0.77881 0.52596 -0.39267
H 0.78276 -2.38078 2.19623
H 0.75916 -1.21323 3.51627
C -0.21141 1.13060 1.90350
C 0.86701 3.77836 1.67310
C 0.45299 1.74443 3.14933

## Properties
- E_HOMO: -8.887 eV
- SMILES string: CCN(C[C@@H](C)NC(=O)c1cc(O)nn1C)C(=O)[C@@H](Cc1ccc(F)cc1)OC
- F_max: 0.0058 Eh/bohr
- Net charge: 0
- Energy relative to the best compared isomer or geometry (same formula, charge and spin): 33.4 kJ/mol

***

Q: Look up the energy relative to the best compared isomer or geometry (same formula, charge and spin) of the second one.
A: 17.3 kJ/mol

***

What did the second record say?
This record from OMol25 describes one molecule with the formula C20H27FN4O4. The level of theory is the ωB97M-V functional and the def2-TZVPD basis.

Geometry (Å):
H 2.02240 -1.05961 -4.36253
C -0.94422 0.19185 0.30916
C 1.26509 -1.10871 -5.12650
O 2.00150 -0.76645 -1.47606
H -1.20950 -2.46191 0.38576
H -2.66591 -0.84346 -6.17168
C -1.61467 -3.32577 -4.25294
H 3.89105 -3.51385 0.25910
C -0.16065 1.78238 -2.17038
H 1.04569 0.26223 -3.01369
H -1.96205 0.58376 -6.93780
C 0.05359 -3.59368 -2.57652
N 0.21562 0.81134 -3.18636
H 1.98464 -3.12424 -7.51053
H -0.55186 3.36039 -3.57931
C -2.02352 -2.52399 -2.05677
C 0.91950 -2.15642 0.14194
C -0.55998 0.52730 -4.25235
H -0.23917 -3.90031 0.21449
C -1.87909 -0.49442 -6.83728
C -0.38661 -2.89343 -0.18270
H -1.53033 -0.53759 -0.24676
H -1.40591 1.15704 0.10688
C -0.77856 -2.98185 -1.63838
N 0.17272 -1.74460 -6.99858
H 0.59326 2.33866 -0.24954
H -0.39295 0.67276 2.34020
C -2.45270 -2.68386 -3.36767
O 2.25447 -2.73785 -6.66819
H -3.42396 -2.33820 -3.69433
H -0.70609 -1.04684 2.10226
H 1.76790 1.49443 -1.25354
H 1.03167 -3.94002 -2.26935
H 3.60943 -1.78042 -0.00780
C -1.02001 -0.04592 1.81172
H -1.21531 1.62832 -1.92948
C 1.13440 -0.82941 -0.61817
O 1.96606 -3.05055 -0.13353
H 3.10188 -2.54784 1.52564
F -2.04242 -3.53211 -5.51525
H 0.92775 -1.91889 1.21416
N -0.57348 -0.85746 -6.31659
C 0.72172 1.51487 -0.95676
H -1.96718 -0.98147 -7.80347
C 3.20736 -2.68854 0.44309
N 0.41825 0.27772 -0.23424
C 0.04490 -0.45665 -5.18597
O -1.64786 1.05265 -4.44806
C 0.02311 3.21113 -2.66730
H -0.32259 3.92675 -1.91909
C -0.36031 -3.77418 -3.88620
H -2.69528 -2.05898 -1.34379
H 1.07565 3.40922 -2.87973
C 1.27071 -1.89304 -6.28239
H 0.27232 -4.25554 -4.61955
H -2.04903 0.08547 2.14939

## Properties
- E_HOMO: -8.484 eV
- SMILES string: CCN(C[C@@H](C)NC(=O)c1cc(O)nn1C)C(=O)[C@@H](Cc1ccc(F)cc1)OC
- F_max: 0.0132 Eh/bohr
- Net charge: 0
- Energy relative to the best compared isomer or geometry (same formula, charge and spin): 17.3 kJ/mol